The following is a DFT calculation (ωB97M-V/def2-TZVPD) of one molecule with the formula C4H4ClF in a non-equilibrium geometry.

Geometry as XYZ:
```
10
Properties=species:S:1:pos:R:3:forces:R:3
C 0.050683 2.356224 0.130797 -1.44 -1.78 -0.79
C -0.664227 1.309604 -0.051749 3.54 8.48 1.98
C -0.870763 -0.025397 -0.200392 -2.48 -5.61 -3.34
F -2.236790 -0.820116 -0.052174 1.49 2.36 0.66
C 0.042246 -0.972032 0.476821 1.20 0.48 1.27
Cl 1.705805 -0.527150 -0.134392 -0.26 -0.87 -0.12
H 0.750638 3.384981 0.194954 -2.61 -3.58 -0.23
H -0.804647 -0.368840 -1.272049 0.23 1.14 0.67
H -0.360085 -1.948814 0.133551 1.15 0.30 0.86
H 0.198882 -0.735135 1.564903 -0.83 -0.92 -0.97
```
Positions in Å, forces in eV/Å.

Properties
- Orbital gap: 0.3901 Ha
- Highest occupied orbital energy: -10.47 eV
- Strongest force on any atom: 9.4 eV/Å
- Energy above the lowest of the compared OMol25 structures with the same formula, charge and spin: 289.6 kJ/mol
- SMILES: C#C[C@H](F)CCl



The following is a DFT calculation (ωB97M-V/def2-TZVPD) of an isolated ion of composition C9H12ClFN3O and charge +1 in a non-equilibrium geometry.

Geometry as XYZ:
```
27
Properties=species:S:1:pos:R:3:forces:R:3
C -0.217494 -2.069529 0.699731 -0.56 1.71 1.23
C -0.632196 -0.798146 0.034472 -1.36 1.96 -0.68
C -1.868530 -0.871702 -0.904258 -0.62 -3.57 0.53
C -0.726935 0.396658 1.205472 -0.58 0.30 -3.78
C -1.672043 1.654970 0.895983 0.30 0.16 0.11
O -1.284273 2.619225 1.862798 3.83 -3.93 -0.24
N 0.628829 0.867683 1.176789 0.82 -1.33 -1.08
C 1.329343 0.361585 0.121170 2.27 1.53 -0.06
C 2.695091 0.657486 -0.279938 -2.80 -0.93 -1.10
F 3.420529 1.381393 0.472754 1.47 1.50 1.92
C 3.110011 0.293443 -1.529315 -0.19 -0.84 1.38
N 2.338689 -0.423246 -2.337198 -0.58 -0.14 -0.73
C 1.138855 -0.737284 -1.982678 0.48 -0.02 -0.35
Cl 0.215161 -1.495268 -3.216867 -0.16 -0.06 0.69
N 0.656246 -0.445994 -0.741597 -1.46 1.66 1.34
H -0.030028 -2.857043 0.036094 0.60 -1.05 -1.03
H -1.095019 -2.304033 1.252882 -0.40 -0.77 1.13
H 0.639143 -1.760187 1.329992 -0.43 -1.00 -0.03
H -1.691801 -1.904960 -1.433029 -0.73 2.07 0.59
H -2.094305 -0.116222 -1.646029 0.67 0.36 0.04
H -2.859356 -1.036455 -0.349649 1.63 0.31 -0.28
H -0.914840 -0.019129 2.168462 -0.60 -0.45 0.57
H -2.702076 1.421823 1.124173 -0.41 -0.54 -0.47
H -1.585074 2.111125 -0.149052 0.13 -1.07 1.14
H -1.817812 3.325755 1.967785 -3.06 3.41 0.15
H 0.896308 1.322506 2.042074 1.08 0.20 -0.68
H 4.123572 0.425548 -1.821019 0.66 0.51 -0.31
```
Positions in Å, forces in eV/Å.

Properties
- Orbital gap: 0.3371 Ha
- Highest occupied orbital energy: -13.20 eV
- Strongest force on any atom: 5.5 eV/Å
- Energy above the lowest of the compared OMol25 structures with the same formula, charge and spin: 0.0 kJ/mol
- Total charge: +1
- SMILES: CC1(C)[C@H](CO)[NH+]=C2C(F)=CN=C(Cl)N21



The following is a DFT calculation (ωB97M-V/def2-TZVPD) of C26H53N6O10Ti as an isolated structure in a non-equilibrium geometry.

Geometry as XYZ:
```
96
Properties=species:S:1:pos:R:3:forces:R:3
Ti -2.463517 2.795394 1.145657 1.63 -1.19 -0.67
O 0.354662 -0.171959 0.648114 1.31 -0.18 1.17
C -0.440440 0.874573 0.753653 0.42 -0.17 -1.96
O -1.097081 1.056964 -0.261014 -2.93 1.73 -1.50
O -0.480287 1.598907 1.741928 -0.86 1.88 3.46
H 0.112858 -0.375163 -0.258439 0.46 -1.43 -1.00
C 2.250310 0.999768 4.057121 0.81 0.30 -0.60
C 3.016517 2.281599 3.733590 0.95 0.97 0.70
O 4.073700 2.323562 3.148026 -0.75 -0.53 -0.06
C 2.462565 3.573261 4.365421 -0.95 -0.45 -0.49
H 1.311394 0.905042 3.511620 -0.07 0.31 0.02
H 2.085396 1.040527 5.133805 -0.13 -0.38 0.07
H 2.875980 0.161941 3.749399 -0.03 -0.05 0.32
H 2.447700 4.386947 3.640311 0.15 -0.09 -0.06
H 2.927309 3.951173 5.276081 0.46 -0.43 -0.11
H 1.432171 3.328613 4.623366 -0.28 0.33 0.12
C 5.877294 0.548543 -0.592744 0.05 -0.35 -0.36
C 4.606598 1.279924 -0.878185 0.97 2.85 -0.16
O 4.684539 2.357154 -1.476501 -0.75 -1.59 0.43
C 3.349122 0.833211 -0.194697 -0.63 0.47 -0.91
H 6.718386 0.998281 -1.120368 -0.23 -0.04 -0.17
H 5.717735 -0.477780 -0.923366 0.40 -0.29 0.34
H 6.112698 0.617298 0.469304 -0.22 -0.36 0.13
H 3.436521 1.123230 0.852374 0.09 -0.65 0.21
H 3.098376 -0.197439 -0.445666 0.28 -0.14 0.74
H 2.518286 1.420376 -0.585925 0.04 0.17 -0.11
C 4.612809 -1.141791 -3.730724 -0.53 -0.21 -0.65
C 3.121302 -1.025984 -3.320471 -0.76 0.85 -1.76
O 2.307305 -0.325914 -3.963386 1.46 -0.34 0.72
N 2.674340 -1.718071 -2.271464 1.38 -0.71 0.99
C 3.328860 -2.914292 -1.743570 -0.90 0.08 0.83
H 4.701992 -1.273178 -4.809092 -0.58 0.13 -0.16
H 5.160297 -2.011597 -3.367684 -0.14 0.30 0.59
H 5.148942 -0.206340 -3.570743 -0.11 -0.03 0.49
H 1.715307 -1.618136 -1.970824 -0.40 0.05 -0.60
H 4.387701 -2.839618 -1.495822 0.01 0.16 -0.70
H 3.042483 -3.755875 -2.374310 0.60 -0.23 0.06
H 2.886925 -3.090944 -0.762954 -0.23 -0.16 0.00
C -4.202196 -0.057469 -1.320522 1.80 0.35 -0.65
C -5.543616 -0.633490 -1.310744 -1.16 -1.69 -1.64
O -5.883904 -1.514462 -2.101777 0.51 0.17 0.26
N -6.392571 -0.111986 -0.444837 -0.50 0.94 1.15
C -7.771724 -0.554908 -0.277279 0.19 -0.35 0.16
H -3.817544 -0.224065 -2.326690 0.08 0.25 0.10
H -3.497270 -0.568332 -0.664625 -0.12 -0.04 0.19
H -4.156909 1.015187 -1.132213 -0.15 0.07 0.12
H -5.909160 0.485266 0.210674 -0.89 0.09 0.26
H -8.396733 0.255394 0.098032 0.14 -0.08 -0.02
H -7.806433 -1.413295 0.393600 -0.11 0.09 0.24
H -8.174088 -0.930092 -1.218259 0.26 0.34 -0.11
C 1.017057 -2.423558 2.704764 -0.65 -0.10 0.56
C -0.524207 -2.636093 2.821454 2.03 -1.76 -0.81
O -0.989801 -3.723389 3.116399 -0.09 0.41 0.60
N -1.257037 -1.613448 2.385639 -0.63 1.71 0.68
C -2.688683 -1.685428 2.323881 -0.56 -0.48 -0.70
H 1.310686 -1.376830 2.783925 -0.07 -0.07 -0.16
H 1.371988 -2.829944 1.757685 -0.19 0.10 -0.10
H 1.526903 -2.987156 3.486120 -0.20 -0.04 0.05
H -0.775324 -0.907946 1.846829 -0.07 -0.49 0.33
H -3.199967 -0.730378 2.444604 0.33 0.28 0.23
H -3.075238 -2.389828 3.060415 0.15 0.01 -0.08
H -2.965857 -2.038528 1.330609 -0.35 -0.25 -0.03
C -1.166146 -0.816942 -3.514823 -0.36 -0.99 -0.06
C -1.254043 -1.912292 -2.437778 0.97 0.41 0.23
O -0.274580 -2.211149 -1.719465 -0.47 0.73 -0.36
N -2.412885 -2.570634 -2.295043 0.48 0.04 -0.65
C -2.546111 -3.686327 -1.375284 -0.62 0.55 0.00
H -0.748434 0.133114 -3.181638 -0.04 -0.23 0.23
H -2.120564 -0.676012 -4.022092 -0.18 0.23 0.25
H -0.525057 -1.212586 -4.302595 0.36 0.05 0.13
H -3.184639 -2.337846 -2.903574 0.02 -0.11 0.12
H -1.823042 -3.543795 -0.572190 -0.21 -0.14 0.01
H -2.406020 -4.663286 -1.837902 0.13 0.10 -0.11
H -3.579025 -3.595798 -1.039141 0.07 -0.45 0.45
C -0.286260 1.610315 -6.416088 0.18 0.01 -0.60
C -0.214647 2.459954 -5.170573 0.62 -0.92 -1.23
O -1.017976 3.341705 -5.010527 -1.09 1.19 0.86
N 0.778477 2.169733 -4.326030 0.96 -1.43 -1.09
C 0.897541 2.772110 -3.073326 -0.30 1.07 1.20
H 0.639823 1.102031 -6.684634 -0.01 -0.18 0.30
H -0.526101 2.260201 -7.257641 -0.13 0.05 0.11
H -1.101785 0.892792 -6.325566 0.06 -0.08 0.05
H 1.417351 1.415130 -4.532217 -0.16 -0.14 -0.11
H 0.000716 2.522423 -2.506352 -0.09 0.29 0.51
H 0.947505 3.850184 -3.226214 -0.05 0.16 0.44
H 1.775740 2.448903 -2.514391 0.03 -0.10 -0.33
N -0.958549 1.612035 4.815508 -0.54 -0.92 -0.12
C -1.124036 0.428226 5.491634 0.35 -1.27 -0.32
C -0.977558 0.605117 6.881601 0.24 2.37 -0.59
C -0.811115 1.977353 6.962128 0.00 0.45 2.20
C -0.839156 2.604665 5.688740 -0.23 -0.57 -0.67
H -0.942529 1.685388 3.808304 0.01 -0.07 -0.59
H -1.315072 -0.500879 4.975237 0.04 0.06 -0.35
H -0.969991 -0.055427 7.736012 -0.18 -0.28 -0.45
H -0.712127 2.556611 7.868252 0.05 -0.10 0.07
H -0.895130 3.617554 5.318160 0.32 0.14 0.51
```
Positions in Å, forces in eV/Å.

Properties
- Orbital gap (alpha / beta): 0.2525 / 0.1142 Ha
- Highest occupied orbital energy (alpha / beta): -10.53 / -10.53 eV
- Spin multiplicity: 5
- Strongest force on any atom: 4.0 eV/Å
- Total charge: +1
- ⟨S²⟩: 6.01



The following is a DFT calculation (ωB97M-V/def2-TZVPD) of C30H29MgN7O7S2 as an isolated structure in a non-equilibrium geometry.

Geometry as XYZ:
```
76
Properties=species:S:1:pos:R:3:forces:R:3
Mg 0.131249 0.119965 0.073353 0.78 0.26 2.54
N -2.447649 8.099110 2.020733 -0.14 0.22 0.08
C -1.686168 6.992759 1.621826 0.17 -0.21 -0.05
C -1.647705 5.838583 2.402557 0.00 0.11 -0.08
C -0.827343 4.783870 2.042495 0.13 -0.05 -0.06
C -0.054809 4.868761 0.899240 0.46 -0.31 0.02
C -0.088961 6.006796 0.116340 0.11 -0.14 0.01
C -0.905160 7.064097 0.469822 -0.02 -0.01 0.13
S 1.027723 3.488757 0.449799 0.27 0.86 0.64
O 1.661516 3.852046 -0.795386 -0.35 -0.15 -0.13
O 1.939131 3.332350 1.571122 -0.24 -0.19 -0.10
N 0.088901 2.199689 0.414122 1.92 0.78 0.58
C -1.052774 2.235068 -0.229564 -2.31 1.02 -0.87
N -1.706430 1.056025 -0.254830 0.23 0.14 0.06
C -2.776521 0.943021 -0.995686 -0.59 0.18 -0.38
C -3.331435 2.048571 -1.640974 -0.02 -0.13 0.17
C -2.678916 3.250923 -1.438507 -0.10 -0.04 -0.07
N -1.551127 3.367144 -0.763641 0.08 -0.08 -0.21
H -3.240598 7.857973 2.596487 -0.02 0.06 -0.11
H -2.698642 8.707455 1.254637 -0.10 -0.07 0.11
H -2.262025 5.776046 3.292206 -0.01 -0.01 0.07
H -0.779479 3.879406 2.630516 -0.07 -0.09 0.14
H 0.521375 6.027244 -0.773565 -0.01 0.04 -0.12
H -0.946024 7.955745 -0.143456 0.04 0.07 -0.05
H -3.189329 -0.053143 -1.082399 -0.04 -0.03 -0.02
H -4.215456 1.970943 -2.251945 -0.08 -0.02 -0.03
H -3.070830 4.185453 -1.834474 -0.07 -0.05 -0.12
O 0.698468 -2.245216 -2.475436 0.11 -0.03 -0.07
S -0.224949 -1.277728 -1.877945 -0.64 -1.61 -1.85
O -1.506559 -1.238023 -2.574148 -0.22 0.11 -0.03
O -0.431880 -1.621807 -0.422823 -0.11 -0.53 -0.42
O 0.408170 0.085413 -1.865744 0.06 0.15 -0.15
C -0.007451 -0.077621 2.434689 -0.05 0.21 -0.33
C -0.295934 -1.347928 2.981279 0.00 -0.02 0.41
C -1.620868 -1.748153 3.282540 -0.07 0.05 -0.17
C -1.911139 -2.976325 3.825476 -0.04 -0.20 0.10
C -0.894340 -3.878019 4.126136 -0.05 -0.36 0.17
C 0.419185 -3.509516 3.854170 -0.01 -0.24 0.09
C 0.714210 -2.287465 3.300948 0.04 0.04 -0.19
H 0.969967 0.318563 2.669538 0.21 0.14 0.09
H -0.793542 0.657598 2.559426 -0.17 0.20 0.02
H -2.420553 -1.052639 3.059585 -0.08 0.05 -0.02
H -2.942851 -3.251500 4.032487 0.02 0.06 -0.03
H -1.116598 -4.848821 4.555305 -0.02 0.01 0.00
H 1.225470 -4.200376 4.085894 0.01 0.00 -0.03
H 1.744990 -2.040177 3.077191 0.11 0.09 0.01
C 7.944276 -0.633612 -3.064299 0.07 0.01 0.05
C 7.668920 -0.689044 -1.590656 -0.02 0.03 0.06
C 6.816152 0.237050 -1.000409 0.17 -0.17 -0.09
C 6.574146 0.238342 0.357068 0.16 -0.07 0.27
C 7.166547 -0.725345 1.173766 0.20 0.22 -0.54
N 6.983586 -0.773926 2.555669 0.16 -0.35 0.24
C 6.075629 -0.130756 3.376962 0.07 0.11 0.38
O 6.388917 0.122155 4.533293 0.01 0.04 -0.08
N 4.853919 0.192397 2.871541 -0.16 0.43 0.05
C 4.115042 -0.424245 1.846116 -0.30 -0.51 -0.49
C 4.365828 -1.724628 1.403544 -0.47 0.19 -0.07
C 3.580207 -2.221943 0.374928 0.27 0.14 0.19
C 2.556483 -1.442896 -0.146162 0.15 -0.31 -0.12
N 2.274540 -0.238015 0.336173 0.25 -0.07 0.05
C 3.046801 0.271359 1.280707 0.59 0.09 0.36
C 8.031332 -1.653472 0.588531 -0.18 0.12 0.26
C 8.280009 -1.629829 -0.768274 -0.08 0.15 -0.17
H 7.196549 -0.016907 -3.556314 -0.02 -0.01 -0.14
H 7.930270 -1.627469 -3.509748 -0.01 -0.03 -0.06
H 8.925571 -0.191381 -3.251187 0.02 -0.01 -0.09
H 6.329587 0.980619 -1.613375 -0.08 0.08 -0.09
H 5.930916 0.993685 0.775953 -0.07 0.04 0.06
H 7.742396 -1.189601 3.078987 -0.19 0.20 0.01
H 4.339178 0.872709 3.416953 0.18 -0.21 0.12
H 5.135708 -2.331604 1.857624 0.03 0.00 -0.01
H 3.760200 -3.214795 -0.011706 -0.07 -0.03 -0.05
H 1.927478 -1.783410 -0.959222 0.22 -0.28 0.00
H 2.803915 1.276928 1.606426 -0.03 0.04 0.12
H 8.511747 -2.398637 1.209343 0.00 -0.07 0.08
H 8.957471 -2.359015 -1.192774 0.04 -0.06 -0.06
```
Positions in Å, forces in eV/Å.

Properties
- Orbital gap: 0.1661 Ha
- Highest occupied orbital energy: -0.57 eV
- Strongest force on any atom: 2.7 eV/Å
- Energy above the lowest of the compared OMol25 structures with the same formula, charge and spin: 121.7 kJ/mol
- Total charge: -2



Which value of strongest force on any atom does entry 2 give?
5.5 eV/Å



The highest strongest force on any atom belongs to which entry?
C4H4ClF



What is the formula in the third record?
C26H53N6O10Ti